C36H54BCuN8 as an isolated structure. Source: OMol25; level of theory: ωB97M-V/def2-TZVPD.

```
100
Properties=species:S:1:pos:R:3:forces:R:3
Cu 0.5575 0.0004 0.2267 0.3 -0.2 0.1
C -0.2813 3.1859 2.6602 -0.1 0.0 0.0
C -1.0894 2.0138 3.2175 0.3 -0.1 -0.1
C -0.2113 1.1316 4.1099 -0.1 0.1 0.0
C -1.7648 1.1819 2.1612 -0.4 -0.2 0.1
C -3.1315 1.2169 1.8562 0.1 0.0 0.0
C -3.3493 0.1890 0.9580 0.0 0.3 0.1
C -4.6658 -0.1028 0.2904 0.1 -0.2 -0.1
C -5.2818 -1.4561 0.6612 0.0 0.1 -0.1
C -4.5675 0.0743 -1.2290 0.0 0.0 0.1
N -2.1572 -0.4133 0.7495 -0.2 -0.2 0.1
N -1.1852 0.1921 1.4853 -0.1 0.4 0.0
B -1.8316 -1.7487 0.0286 0.2 0.0 -0.1
N -1.3124 -1.4786 -1.4123 -0.2 -0.2 -0.1
N -0.1903 -0.7454 -1.6037 0.1 0.2 -0.1
C 0.1520 -0.8715 -2.8822 -0.1 -0.1 0.0
C -0.7897 -1.6709 -3.5425 0.0 0.0 0.0
C -1.7031 -2.0481 -2.5742 0.1 0.1 -0.1
C -2.8905 -2.9513 -2.7417 0.0 -0.1 0.0
C -3.6797 -2.5964 -4.0039 0.0 0.0 0.1
C -2.4323 -4.4129 -2.7812 -0.1 0.1 0.1
C 1.4415 -0.3545 -3.4550 0.1 0.1 0.2
C 2.6221 -1.0327 -2.7478 -0.1 0.0 -0.1
C 1.5758 1.1647 -3.3754 0.0 -0.1 -0.1
N -0.7235 -2.5149 0.8092 -0.3 0.0 0.1
N 0.5217 -1.9850 0.7940 0.5 -0.2 0.0
C 1.3356 -2.8284 1.4093 -0.3 -0.1 0.0
C 0.5973 -3.9225 1.8752 0.0 0.1 0.0
C -0.7118 -3.6893 1.4797 0.3 -0.2 0.2
C -1.8220 -4.6659 1.7970 -0.2 0.0 -0.2
C -3.2619 -4.1780 1.6563 0.1 -0.1 0.1
C -1.6219 -5.9615 0.9964 0.0 0.0 0.1
C 2.8065 -2.5663 1.5005 0.0 -0.1 0.1
C 3.5981 -3.7331 0.9038 0.0 0.1 0.0
C 3.2309 -2.2862 2.9437 0.0 0.1 -0.1
H 0.0315 3.8471 3.4714 0.0 0.0 0.0
H -0.8615 3.7676 1.9419 0.0 0.0 0.0
H 0.6104 2.8143 2.1641 0.1 0.0 0.0
H -1.9008 2.4277 3.8219 0.0 0.0 0.0
H 0.5531 0.6403 3.5047 0.0 0.0 0.0
H -0.8079 0.3582 4.5954 0.0 0.0 0.0
H 0.2768 1.7316 4.8809 0.0 0.0 0.0
H -3.8685 1.8945 2.2575 0.0 0.0 0.0
H -5.3409 0.6678 0.6700 0.0 0.0 0.0
H -4.7449 -2.2806 0.1930 -0.1 0.1 0.0
H -6.3193 -1.4933 0.3234 0.0 0.0 0.0
H -5.2653 -1.6048 1.7417 0.0 0.0 0.0
H -3.7904 -0.5672 -1.6414 0.0 0.0 0.0
H -4.3209 1.1081 -1.4772 0.0 0.0 0.0
H -5.5183 -0.1784 -1.7036 0.0 0.0 0.0
H -2.8055 -2.4148 -0.0326 0.1 0.1 -0.1
H -0.7892 -1.9532 -4.5830 0.0 0.0 0.0
H -3.5503 -2.8261 -1.8827 0.0 0.0 0.0
H -3.0871 -2.7909 -4.8994 0.0 0.0 0.0
H -3.9652 -1.5439 -4.0036 0.0 0.0 0.0
H -4.5867 -3.2010 -4.0582 0.0 0.0 0.0
H -1.7878 -4.5849 -3.6450 0.0 0.0 0.0
H -3.2909 -5.0846 -2.8482 0.0 0.0 0.0
H -1.8668 -4.6559 -1.8818 0.0 0.0 0.0
H 1.4517 -0.6462 -4.5080 0.0 0.0 0.0
H 2.5927 -0.7958 -1.6816 0.0 0.0 0.0
H 3.5720 -0.6884 -3.1622 0.0 0.0 0.0
H 2.5652 -2.1168 -2.8580 0.0 0.0 0.0
H 1.7088 1.4677 -2.3396 0.0 0.1 0.0
H 0.6902 1.6608 -3.7759 0.0 0.0 0.0
H 2.4451 1.5021 -3.9436 0.0 0.0 0.0
H 0.9567 -4.7703 2.4367 0.0 0.0 0.0
H -1.6723 -4.9155 2.8513 0.0 0.0 0.0
H -3.5612 -4.1218 0.6091 0.0 0.0 0.1
H -3.4012 -3.1976 2.1135 0.0 0.0 0.0
H -3.9276 -4.8872 2.1517 0.0 0.0 0.0
H -1.6971 -5.7651 -0.0733 0.0 0.0 0.0
H -2.3859 -6.6953 1.2631 0.0 0.0 0.0
H -0.6424 -6.3966 1.1908 0.0 0.0 0.0
H 3.0035 -1.6837 0.8863 0.0 0.0 0.0
H 3.3989 -4.6549 1.4530 0.0 0.0 0.0
H 4.6702 -3.5311 0.9466 0.0 0.0 0.0
H 3.3130 -3.8873 -0.1376 0.0 0.0 0.0
H 3.0456 -3.1623 3.5678 0.0 0.0 0.0
H 2.6633 -1.4516 3.3613 0.0 0.0 0.0
H 4.2951 -2.0458 2.9977 0.0 0.0 0.0
N -0.4782 2.5140 -0.9286 0.1 0.0 0.2
C 0.6387 3.2911 -0.8473 0.0 0.1 -0.1
C 0.6807 4.5380 -1.4473 0.0 -0.1 0.0
C 1.7765 5.3929 -1.2984 0.1 0.0 0.0
C 2.8516 5.0273 -0.5366 0.0 0.2 -0.1
C 2.8712 3.7555 0.0690 -0.2 -0.1 0.0
C 3.9608 3.3396 0.8641 0.0 -0.1 0.0
C 3.9559 2.0967 1.4232 0.1 0.1 0.0
C 2.8678 1.2509 1.1665 -0.1 0.0 0.0
N 1.8304 1.5909 0.4277 0.1 -0.1 0.1
C 1.7876 2.8506 -0.1063 0.2 0.2 0.0
H -1.1246 2.6867 -1.6782 0.0 0.0 0.0
H -0.3961 1.5531 -0.6189 -0.3 0.1 -0.2
H -0.1758 4.8595 -2.0279 0.0 0.0 0.0
H 1.7578 6.3593 -1.7859 0.0 0.0 0.0
H 3.6885 5.6973 -0.3872 0.0 0.0 0.0
H 4.7843 4.0248 1.0248 0.0 0.0 0.0
H 4.7709 1.7497 2.0430 0.0 0.0 0.0
H 2.8452 0.2599 1.5986 0.0 0.0 0.0
```
Positions in Å, forces in eV/Å.

Calculated values
Gap between HOMO and LUMO: 7.6 eV
E_HOMO: -7.63 eV
E_tot: -3507.74224 hartree

Atom charges from the Mulliken analysis, given in e for atoms 1 to 5: atom 1 (Cu): 0.08, atom 2 (C): -1.17, atom 3 (C): 0.01, atom 4 (C): -1.37, atom 5 (C): -0.21

A 8-piece molecular cluster, C4H21NO9S overall in a non-equilibrium geometry. Source: OMol25; level of theory: ωB97M-V/def2-TZVPD.

```
36
Properties=species:S:1:pos:R:3:forces:R:3
O 1.1413 -2.3534 -0.2723 3.0 -1.2 0.7
C 0.0540 -1.7465 -0.2549 -1.2 0.0 -1.4
N -0.5248 -1.5816 -1.5836 1.3 -0.4 0.0
C -1.6687 -0.8629 -1.7477 2.1 0.4 1.9
O -2.1449 -0.7616 -2.8502 -2.0 0.8 -1.7
C -0.6406 -1.2985 0.9893 1.1 2.5 1.1
C -1.8548 -2.1571 1.3679 0.6 -1.7 -0.5
S -2.6638 -3.0453 -0.1078 0.7 -1.2 1.6
H -0.0335 -2.1626 -2.4916 -2.0 2.0 3.6
H -1.9497 -0.2512 -0.7217 0.2 -1.2 -2.5
H -0.8158 -0.1529 0.9719 -0.9 -1.4 -0.5
H 0.1082 -1.1102 1.8977 -1.4 -1.6 -2.0
H -2.6463 -1.6677 1.9022 -0.3 0.4 0.5
H -1.4752 -3.0482 1.9876 -0.7 1.2 -0.9
H -3.4928 -2.1726 -0.6146 -0.5 0.9 0.0
H 2.8036 0.2148 0.5994 -1.3 -1.4 1.0
H 4.0763 0.1572 -0.2387 -2.5 2.6 1.5
O 3.3870 0.8400 0.2135 3.6 -1.4 -2.5
H 1.6431 3.1879 -0.3105 1.0 1.5 0.8
H 1.8398 1.7972 -0.8255 1.1 -1.3 -0.1
O 1.1909 2.4566 -0.6578 -1.6 -0.4 -0.6
H -1.5688 2.7311 1.3552 0.0 -0.1 -0.5
H -2.6511 1.5645 1.3634 1.4 2.8 1.6
O -2.2979 2.4075 1.8888 -1.4 -2.6 -1.1
H 1.2541 1.0108 2.5059 1.2 0.5 0.2
H -0.0005 1.7968 2.7623 -7.5 16.7 6.2
O 0.3291 1.1411 2.5195 6.4 -17.1 -6.3
H 2.0874 -2.0314 1.1214 -0.3 -1.5 -0.9
H 2.8747 -1.4549 2.5353 6.1 -1.0 8.0
O 2.4009 -1.4904 1.8542 -5.9 2.7 -7.5
H 1.5042 1.1993 -3.5903 -0.5 2.5 -0.3
H 0.9762 -0.1722 -3.6635 1.9 0.7 0.8
O 1.8232 0.3475 -3.4415 -1.5 -3.2 -0.4
H -0.3613 2.6442 -1.1288 -1.3 0.4 0.2
H -1.3955 3.0497 -2.1090 -0.9 0.4 -4.6
O -1.3081 2.9748 -1.2257 1.7 -0.7 4.5
```
Positions in Å, forces in eV/Å.

Calculated values
Gap between HOMO and LUMO (spin up / spin down): 2.9 / 7.8 eV
Multiplicity: 2
E_HOMO (spin up / spin down): -0.18 / -5.19 eV
E_tot: -1294.93781 hartree
ΔE to the lowest compared entry with this formula, charge and spin: 664.23 kJ/mol
Total charge: -1
<S²>: 0.76

Atom charges from the natural (NBO) analysis, given in e for atoms 1 to 5: atom 1 (O): -0.80, atom 2 (C): 0.44, atom 3 (N): -0.64, atom 4 (C): 0.46, atom 5 (O): -0.71

C35H38FeN3OPS2 as an isolated structure in a non-equilibrium geometry. Source: OMol25; level of theory: ωB97M-V/def2-TZVPD.

```
81
Properties=species:S:1:pos:R:3:forces:R:3
Fe -0.6924 -0.4855 -0.5827 0.2 1.5 0.0
C 2.0606 4.1442 -1.7440 -0.3 -0.6 -0.7
C 0.7353 3.4944 -1.2391 0.8 0.2 0.6
C 0.6963 3.3213 0.3043 -1.2 -0.1 -1.0
C 1.6600 3.7637 1.1911 0.3 0.5 0.6
C 1.6122 3.4695 2.5806 1.3 0.7 -1.4
C 0.4924 2.8532 3.0797 -1.4 0.0 1.0
C -0.6198 2.5614 2.2672 0.5 0.3 -1.1
C -1.9743 2.1001 2.8519 -0.1 -0.1 -1.1
C -2.6034 3.0306 3.9044 0.1 0.6 0.5
C -0.4415 2.6804 0.8263 0.1 -1.0 3.5
N -1.2639 1.8109 0.0827 -1.2 0.5 -3.4
C -1.9169 2.3236 -0.9820 1.3 -0.3 1.7
C -2.2247 1.5467 -2.0818 -1.2 -2.0 -2.4
C -2.7731 1.8980 -3.3676 0.9 -0.8 1.2
C -2.6426 0.7557 -4.1844 -0.3 0.4 -1.6
C -2.1188 -0.2544 -3.4021 0.2 1.2 1.4
N -1.8567 0.1688 -2.1188 -0.4 0.9 -0.5
H 2.1068 4.0589 -2.8609 0.0 0.0 0.9
H 2.9453 3.6069 -1.3182 -0.7 0.6 -0.4
H 2.0944 5.2292 -1.5400 0.1 -0.6 0.2
H 0.5730 2.4846 -1.6837 0.3 0.7 0.1
H -0.1245 4.1196 -1.5463 0.5 -0.3 0.1
H 2.4480 4.4077 0.7888 0.0 -0.5 0.3
H 2.5045 3.7596 3.1916 -1.2 -0.3 -0.4
H 0.3967 2.6799 4.1695 0.1 0.1 -0.7
H -1.8336 1.0768 3.2522 -0.3 0.4 -0.1
H -2.7149 2.0550 1.9904 1.0 -0.2 1.0
H -2.0994 2.9833 4.9055 -0.2 0.2 -1.0
H -3.6558 2.7563 4.0963 0.4 -0.1 -0.2
H -2.6303 4.0898 3.5328 0.2 -0.9 0.4
H -2.1356 3.3901 -1.1214 0.2 -0.2 0.6
H -3.1739 2.8627 -3.6277 0.1 0.1 -0.1
H -2.7928 0.6521 -5.3169 -0.1 0.3 2.1
H -1.8986 -1.2256 -3.7416 0.3 -1.1 -0.1
O -6.1510 -2.9741 2.4018 -0.2 -0.5 -0.3
C -5.7539 -1.6231 2.3140 -0.8 1.1 1.6
C -4.8060 -1.2755 1.1874 0.4 1.2 -0.5
C -3.2845 -1.6014 1.3414 -0.3 0.5 -0.1
C -2.7377 -2.5098 0.3210 -0.2 -2.8 -0.8
C -3.4665 -3.7338 0.0215 2.1 1.4 0.1
C -2.8260 -4.7906 -0.6244 0.0 0.1 0.0
C -1.4308 -4.7232 -0.8729 -0.5 2.4 0.8
C -0.8165 -3.4746 -0.5653 -0.5 -0.8 -0.6
N -1.4581 -2.3345 -0.1074 -0.7 -2.3 0.0
H -6.5618 -3.0627 3.2794 0.2 -0.2 -0.6
H -5.4078 -1.4140 3.3288 1.1 0.6 -0.2
H -6.6296 -0.9379 2.3032 0.1 -0.5 -0.7
H -4.8269 -0.1585 1.0127 -0.3 -1.1 0.5
H -5.2189 -1.6634 0.2338 0.3 -0.1 0.5
H -3.0003 -2.0873 2.2866 -0.5 0.0 0.0
H -2.6424 -0.7122 1.3527 -0.4 0.3 0.0
H -4.4596 -3.7889 0.4236 -0.4 -0.2 -0.1
H -3.4160 -5.6794 -0.8921 0.4 0.4 0.2
H -0.8480 -5.5413 -1.2948 -0.2 0.3 0.2
H 0.2607 -3.4004 -0.6844 -0.1 0.3 -0.2
S 1.0716 -0.5464 1.1660 0.5 -0.2 -1.3
P 2.2759 -0.8743 -0.5017 -0.6 0.3 0.7
S 1.0689 -0.5919 -2.1479 0.1 -0.2 0.5
C 3.6541 0.2533 -0.6228 0.4 -0.3 -1.6
C 4.5795 0.0478 -1.6958 -0.1 2.3 2.6
C 5.6080 1.0015 -1.7930 -1.0 -2.6 -2.0
C 5.6927 2.0971 -0.9976 0.7 0.9 -0.1
C 4.8044 2.2533 0.0272 -0.5 0.9 1.0
C 3.7561 1.3613 0.1790 0.0 0.0 1.6
C 3.0748 -2.4801 -0.5435 -0.9 -1.0 -0.1
C 3.5600 -2.9804 -1.7501 -0.6 0.7 0.3
C 4.2551 -4.1703 -1.7307 0.0 -0.7 -1.6
C 4.4063 -4.9477 -0.5937 0.3 1.3 0.7
C 3.7886 -4.4713 0.6075 1.6 -2.5 -1.1
C 3.1035 -3.3127 0.5887 -0.9 2.0 0.3
H 4.4962 -0.7728 -2.3438 0.1 -0.8 -0.7
H 6.2749 0.8066 -2.6213 0.4 0.4 0.1
H 6.4394 2.8333 -1.2586 0.2 0.1 0.4
H 4.8736 3.0844 0.7445 0.0 -0.3 -0.5
H 3.0929 1.4982 1.0497 0.2 -0.1 -0.7
H 3.3217 -2.4597 -2.6907 0.4 -0.3 0.5
H 4.5876 -4.5012 -2.7308 0.2 -0.1 0.8
H 5.1282 -5.7645 -0.6658 -0.7 -0.1 0.4
H 3.8714 -5.0509 1.5266 -0.1 0.1 -0.3
H 2.5578 -2.9951 1.4761 0.3 0.1 0.0
```
Positions in Å, forces in eV/Å.

Calculated values
Gap between HOMO and LUMO (spin up / spin down): 7.6 / 5.9 eV
Multiplicity: 6
E_HOMO (spin up / spin down): -10.28 / -10.32 eV
E_tot: -3997.24101 hartree
ΔE to the lowest compared entry with this formula, charge and spin: 0.00 kJ/mol
Total charge: +1
<S²>: 8.77

Atom charges from the Mulliken analysis, given in e for atoms 1 to 5: atom 1 (Fe): 0.54, atom 2 (C): -1.43, atom 3 (C): 0.06, atom 4 (C): 0.98, atom 5 (C): -0.35